The following is a DFT calculation (the ωB97M-V functional and the def2-TZVPD basis) of a cluster of 10 separate species, C40H77F3O29 in total in a non-equilibrium geometry.

The structure (SMILES) is CCOC(=O)C(F)(F)F.CCOC(=O)OC.CCOC(=O)OC.CCOC(=O)OC.CCOC(=O)OC.CCOC(=O)OC.CCOC(=O)OC.CCOC(=O)OC.CCOC(=O)OC.CCOC(=O)OC. The calculation puts the HOMO-LUMO gap at 0.39226 hartree. The value obtained for the lowest unoccupied orbital energy is 0.1 eV. For the total energy, the calculation gives -110254.7494 eV.

Atoms and positions in Å:
C 0.224 -0.820 1.376
C 0.174 0.661 1.797
O 0.006 1.584 0.691
C -1.149 2.206 0.474
O -2.159 2.054 1.166
O -1.202 2.877 -0.685
C -0.467 2.585 -1.891
H 1.066 -1.071 0.731
H -0.653 -1.203 0.854
H 0.444 -1.378 2.286
H 1.095 0.981 2.284
H -0.605 0.746 2.555
H -0.542 1.504 -2.012
H 0.587 2.835 -1.769
H -0.837 3.024 -2.817
C -6.151 1.695 6.476
C -5.276 2.618 7.330
O -5.960 3.344 8.357
C -5.451 3.319 9.649
O -4.532 2.543 10.053
O -6.026 4.313 10.476
C -5.581 4.394 11.806
H -6.703 2.249 5.717
H -6.865 1.047 6.984
H -5.535 1.143 5.765
H -4.692 3.240 6.652
H -4.495 2.003 7.779
H -5.954 5.297 12.291
H -4.498 4.411 11.926
H -5.889 3.469 12.294
C 6.940 -1.038 6.354
C 6.567 0.430 6.256
O 5.130 0.573 6.327
C 4.502 0.241 7.447
O 5.030 -0.065 8.507
O 3.161 0.355 7.257
C 2.196 0.086 8.253
H 6.649 -1.535 5.428
H 6.600 -1.462 7.299
H 8.012 -1.216 6.267
H 6.926 0.827 5.307
H 7.003 1.104 6.994
H 2.434 0.723 9.104
H 2.135 -0.981 8.468
H 1.222 0.380 7.862
C 10.437 -6.275 0.385
C 10.119 -4.820 0.393
O 9.277 -4.578 -0.744
C 8.612 -3.413 -0.819
O 8.630 -2.457 0.002
O 7.846 -3.492 -1.958
C 6.889 -2.455 -2.245
H 10.713 -6.609 -0.615
H 9.630 -6.956 0.655
H 11.336 -6.536 0.943
H 10.998 -4.175 0.412
H 9.634 -4.673 1.358
H 6.965 -2.275 -3.318
H 7.073 -1.456 -1.850
H 5.852 -2.731 -2.050
C -5.284 4.356 -6.337
C -4.504 5.087 -7.476
O -4.340 4.326 -8.608
C -3.452 3.289 -8.701
O -2.869 2.691 -7.814
O -3.416 3.048 -9.996
C -2.366 2.315 -10.591
H -5.583 5.077 -5.576
H -4.688 3.593 -5.836
H -6.220 3.968 -6.740
H -3.555 5.474 -7.103
H -5.115 5.902 -7.865
H -2.809 1.668 -11.348
H -1.947 1.635 -9.849
H -1.580 2.971 -10.965
C 4.995 4.843 0.545
C 4.484 4.825 -0.906
O 5.382 5.636 -1.623
C 5.547 5.451 -2.926
O 4.980 4.539 -3.606
O 6.430 6.367 -3.418
C 6.355 6.753 -4.766
H 5.032 5.868 0.914
H 5.982 4.397 0.667
H 4.269 4.335 1.181
H 3.475 5.236 -0.901
H 4.406 3.800 -1.267
H 5.524 7.393 -5.060
H 6.376 5.859 -5.389
H 7.272 7.260 -5.068
C -0.495 9.018 -6.083
C 0.718 8.870 -7.028
O 0.337 8.148 -8.132
C -0.173 8.705 -9.193
O -0.281 9.930 -9.364
O -0.703 7.761 -9.971
C -1.197 8.056 -11.335
H -0.258 9.340 -5.068
H -1.009 8.068 -5.936
H -1.313 9.629 -6.465
H 1.414 8.310 -6.404
H 1.254 9.805 -7.193
H -0.394 8.132 -12.067
H -1.697 9.010 -11.166
H -1.974 7.324 -11.554
C 0.722 -9.842 3.455
C 1.374 -8.467 3.633
O 1.761 -7.863 2.391
C 2.756 -8.414 1.737
O 3.377 -9.474 1.988
O 2.966 -7.682 0.632
C 3.982 -7.989 -0.303
H 1.440 -10.555 3.051
H -0.085 -9.784 2.725
H 0.367 -10.210 4.418
H 2.255 -8.561 4.267
H 0.574 -7.879 4.082
H 4.888 -8.186 0.270
H 4.039 -7.276 -1.125
H 3.761 -8.916 -0.833
C -5.998 -1.612 -1.398
C -7.461 -1.249 -1.072
O -7.916 -2.038 0.048
C -8.472 -3.279 -0.170
O -8.501 -3.837 -1.263
O -8.770 -3.891 0.982
C -9.318 -5.187 0.993
H -5.578 -1.520 -0.396
H -5.589 -0.892 -2.106
H -5.826 -2.612 -1.797
H -8.012 -1.313 -2.010
H -7.417 -0.199 -0.780
H -10.374 -5.116 0.733
H -9.438 -5.509 2.027
H -8.720 -5.924 0.458
C -2.742 -6.844 -0.206
C -4.143 -6.487 0.255
O -4.013 -5.964 1.585
C -4.339 -6.664 2.667
O -4.647 -7.871 2.771
C -4.456 -5.728 3.896
F -4.084 -4.473 3.651
F -5.757 -5.768 4.323
F -3.748 -6.210 4.895
H -2.813 -7.267 -1.208
H -2.354 -7.651 0.415
H -2.182 -5.910 -0.228
H -4.840 -7.319 0.159
H -4.568 -5.830 -0.504

Mulliken atomic charge list, values in e, 99 entries: -1.091, -0.194, -0.320, 0.756, -0.597, -0.324, -0.523, 0.305, 0.295, 0.365, 0.270, 0.315, 0.295, 0.201, 0.248, -1.140, -0.197, -0.285, 0.722, -0.576, -0.289, -0.600, 0.295, 0.319, 0.358, 0.283, 0.307, 0.229, 0.292, 0.281, -1.054, -0.235, -0.293, 0.737, -0.580, -0.301, -0.615, 0.275, 0.337, 0.370, 0.270, 0.302, 0.292, 0.283, 0.211, -1.216, -0.141, -0.227, 0.724, -0.594, -0.303, -0.665, 0.330, 0.293, 0.368, 0.310, 0.272, 0.267, 0.322, 0.258, -1.083, -0.210, -0.296, 0.729, -0.566, -0.304, -0.644, 0.377, 0.282, 0.302, 0.319, 0.280, 0.237, 0.338, 0.239, -1.172, -0.167, -0.245, 0.764, -0.605, -0.298, -0.667, 0.306, 0.313, 0.370, 0.241, 0.308, 0.265, 0.321, 0.265, -1.137, -0.108, -0.328, 0.769, -0.605, -0.295, -0.633, 0.385, 0.280